[1]
Here is a 2-piece molecular cluster, C4H8O3 overall from the OMol25 dataset. Energies are from ωB97M-V/def2-TZVPD.

Energy relative to the best compared isomer or geometry (same formula, charge and spin) in kJ/mol: 216.37
E in hartree: -382.882407
Kohn-Sham gap in eV: 10.77
Structure (SMILES): C[C@@H](O)C=O.C=O
LUMO level in Eh: 0.0192
Total charge: 0
HOMO energy in eV: -10.24

```
15
Properties=species:S:1:pos:R:3:forces:R:3
C -1.836541 0.755350 -0.793079 -0.0502 -0.0084 -0.1096
C -0.630706 0.212719 -0.037163 0.0539 0.1367 -0.0961
O -0.973567 -0.901870 0.747291 0.0038 -0.1326 0.0392
C 0.481666 -0.237640 -0.999467 -0.0620 -0.4156 -0.0277
O 0.728936 -1.424983 -1.088157 -0.0596 0.4996 -0.0500
H -1.575671 1.671199 -1.334218 -0.0534 -0.1494 -0.0234
H -2.626921 0.996295 -0.074747 0.1499 -0.0772 -0.1353
H -2.210326 -0.001103 -1.488145 -0.0493 0.1490 -0.0093
H -0.275704 1.003389 0.633880 0.1636 -0.1295 -0.2560
H -0.616725 -1.667171 0.259456 -0.0602 0.0298 0.1675
H 1.038383 0.477215 -1.629728 -0.3813 0.1079 0.1574
C 2.128585 -0.233613 1.457818 0.0552 0.2832 -0.1073
O 2.004803 0.724242 0.732704 0.3069 -0.3875 0.4378
H 2.294992 -1.253106 1.062280 -0.0796 0.1464 -0.0112
H 2.068799 -0.120916 2.551282 0.0625 -0.0524 0.0239
```
Forces are in eV/Å.

Mulliken atomic charges, in units of e: -1.434, 0.248, -0.571, 0.151, -0.544, 0.364, 0.338, 0.324, 0.335, 0.388, 0.382, -0.061, -0.422, 0.235, 0.267



[2]
Here is a 2-piece molecular cluster, C9H13NO overall at a distorted geometry from the OMol25 dataset. Energies are from ωB97M-V/def2-TZVPD.

Energy relative to the best compared isomer or geometry (same formula, charge and spin) in kJ/mol: 214.07
E in hartree: -480.675737
Kohn-Sham gap in eV: 9.98
Structure (SMILES): CNC(C)=O.c1ccccc1
LUMO level in Eh: 0.0276
Total charge: 0
HOMO energy in eV: -9.23

```
24
Properties=species:S:1:pos:R:3:forces:R:3
C -1.356640 -1.922187 0.066248 1.0773 -0.9211 1.5034
N -1.489686 -0.540855 -0.126118 0.0667 3.3431 -0.4851
C -2.599979 0.251707 0.006278 -1.0229 -3.5021 0.3970
C -2.232129 1.726714 -0.142370 -0.6311 0.1704 2.7859
O -3.702645 -0.319924 0.216408 1.8181 2.5962 -0.2646
H -2.372600 -2.278299 0.172575 -0.0642 -0.4507 0.5028
H -0.946894 -2.387001 -0.820899 0.3164 -0.2409 -0.1136
H -0.649381 -2.143463 0.994083 -1.6455 0.1744 -1.8269
H -0.789150 0.075565 -0.498508 1.1472 -0.9831 0.1333
H -1.139341 1.969393 -0.288533 -1.3726 -0.4387 -0.1672
H -2.544804 2.189468 0.870081 0.5564 -0.5505 -1.5146
H -2.926305 2.117458 -0.842777 -0.2012 0.7779 -0.9226
C 2.069422 -1.096145 0.682721 0.3343 0.7295 1.5060
C 1.959063 0.164388 1.434495 0.2208 -2.7465 -2.7643
C 1.771091 1.335818 0.825808 0.7611 -1.3236 -4.4378
C 1.826378 1.183152 -0.631524 -2.9313 5.3640 1.6306
C 1.942007 0.103208 -1.382120 0.4427 -1.0549 -1.8582
C 2.124658 -1.085765 -0.725331 -0.4028 -1.6878 2.4178
H 2.112262 -2.006022 1.383388 0.0775 1.1702 -1.7522
H 2.014133 0.216342 2.437095 0.0683 -0.7004 3.5308
H 1.645032 2.251665 1.331635 -0.1758 0.9261 0.2381
H 1.323669 1.994384 -1.200752 1.1354 0.2625 0.3919
H 1.834884 0.206221 -2.492398 0.1705 -0.3794 1.2076
H 2.126944 -2.005811 -1.269487 0.2549 -0.5347 -0.1381
```
Forces are in eV/Å.

Mulliken atomic charges, in units of e: -0.831, 0.033, 0.737, -0.780, -0.690, 0.393, 0.294, 0.169, 0.019, 0.111, 0.255, 0.306, -0.459, -0.429, -0.400, -0.494, -0.107, -0.459, 0.335, 0.490, 0.465, 0.266, 0.323, 0.453



[3]
Here is a 5-piece molecular cluster, C20H49F2N6O13P2S3 overall from the OMol25 dataset. Energies are from ωB97M-V/def2-TZVPD.

E in hartree: -4174.650502
Kohn-Sham gap in eV: 6.47
LUMO level in Eh: -0.1607
Total charge: +1
HOMO energy in eV: -10.84

```
95
Properties=species:S:1:pos:R:3:forces:R:3
N 2.727892 -0.804715 1.079502 0.0881 0.1129 -0.1860
C 3.233834 -1.566386 0.215069 -0.0796 -0.0218 0.0501
C 3.054367 -1.554812 -1.289054 -0.1409 -0.0300 0.0995
N 2.231632 -0.451438 -1.793902 -0.0786 -0.0781 0.1742
C 0.899688 -0.250721 -1.976916 0.1818 0.1977 -0.0819
N -0.143069 -1.048086 -1.622622 0.3350 0.2306 -0.2745
P 0.043675 -2.576602 -0.657684 -0.2627 -0.3266 0.1369
N -1.146611 -2.315594 0.474203 0.6442 0.3167 0.3284
O -0.632933 -3.546796 -1.751573 0.0820 0.1208 0.1117
S -1.694279 -0.457427 -2.037455 0.5612 0.1357 -0.1989
O -1.826555 0.865790 -1.576558 -0.2333 -0.0812 0.0917
O -2.585276 -1.503010 -1.739205 -0.1985 0.0122 -0.0205
F -1.497746 -0.412543 -3.568213 -0.1603 -0.0438 -0.0593
N 0.708249 0.939939 -2.590183 0.0890 -0.1539 0.1549
C 1.892195 1.466831 -2.703682 -0.0817 -0.1286 -0.2175
S 2.074693 3.114971 -3.371799 0.0675 -0.1484 0.5788
O 2.713875 3.852041 -2.345646 -0.0042 0.1713 -0.2251
O 0.877765 3.461348 -4.013999 0.1422 0.0693 -0.1451
F 3.162529 2.765291 -4.426015 -0.0604 0.0751 -0.1299
N 2.876803 0.692431 -2.230027 -0.4792 0.0777 0.1023
P 4.659290 0.946198 -2.141909 0.1108 -0.1369 -0.2382
S 5.676023 -0.015228 -3.409922 0.0594 0.0127 -0.0281
H 2.130068 -0.072293 0.688849 -0.0282 -0.0070 -0.0650
H 3.878898 -2.376325 0.557153 0.0274 -0.0215 -0.0100
H 4.017248 -1.497645 -1.802041 -0.0025 -0.0424 0.0224
H 2.606156 -2.490223 -1.608701 -0.0830 -0.0937 -0.0214
H -1.780974 -1.533148 0.389045 -0.3343 -0.3389 0.0375
H -0.766018 -2.358051 1.413703 -0.0861 -0.0377 0.0067
H -0.171094 -4.392057 -1.840024 -0.0682 -0.0378 -0.2421
H 4.780868 0.631031 -0.786298 -0.0102 0.0810 0.1323
H 4.553813 2.334213 -2.191357 0.0511 0.1150 0.0705
C 2.801016 -1.833674 4.300936 -0.0010 -0.0761 0.1107
O 2.100342 -2.862755 4.972753 -0.0624 0.0401 0.0648
C 2.787215 -3.390727 6.099110 0.0490 -0.0661 -0.1057
C 2.325018 -2.785985 7.406163 -0.0349 0.0149 0.0945
O 2.609125 -1.402469 7.485546 0.0615 0.0119 -0.1437
C 1.499892 -0.569988 7.211519 -0.0266 0.0713 0.1236
H 2.096308 -1.335119 3.640594 0.0052 -0.0082 -0.0271
H 3.216597 -1.103123 4.998855 -0.0009 -0.0002 -0.0053
H 3.616008 -2.250027 3.695456 0.0124 0.0297 0.0109
H 3.866200 -3.240994 5.987307 0.0120 0.0050 -0.0072
H 2.597252 -4.467518 6.122959 0.0017 0.0099 0.0012
H 2.859242 -3.278486 8.223647 -0.0216 -0.0272 -0.0035
H 1.253700 -2.968106 7.544532 0.0055 0.0043 -0.0054
H 0.817086 -0.540280 8.068507 -0.0167 -0.0142 -0.0517
H 0.948595 -0.899571 6.328025 0.0080 -0.0115 -0.0345
H 1.884846 0.434467 7.039315 -0.0142 -0.0107 0.0189
C -0.196963 -5.866433 -5.438543 -0.0143 -0.0354 -0.0165
O -0.790462 -5.439477 -4.222832 0.0285 0.0229 0.1245
C -1.986323 -4.689159 -4.397106 0.0058 0.1509 0.0350
C -3.237125 -5.522239 -4.230118 -0.0775 -0.0962 -0.0082
O -3.369372 -6.501968 -5.239829 0.1059 0.0259 -0.0701
C -2.974327 -7.803343 -4.845760 -0.0349 -0.0055 0.0221
H 0.530339 -6.638226 -5.193000 0.0140 0.0113 0.0020
H -0.941999 -6.280636 -6.119614 0.0133 -0.0115 0.0004
H 0.318106 -5.037421 -5.936230 -0.0311 0.0118 -0.0039
H -1.998613 -4.200323 -5.377182 0.0588 -0.0599 -0.0302
H -1.980288 -3.911503 -3.630857 -0.1032 0.0325 -0.0464
H -4.102849 -4.857018 -4.299830 0.0023 0.0035 0.0296
H -3.248171 -5.986956 -3.237757 0.0043 0.0076 0.0038
H -3.735642 -8.268424 -4.211220 0.0140 0.0139 0.0232
H -2.022282 -7.791426 -4.308970 0.0095 -0.0106 -0.0107
H -2.865044 -8.395543 -5.752062 -0.0224 -0.0085 -0.0006
C -4.233791 1.806085 0.921719 0.0130 -0.0070 -0.0346
O -4.915073 0.903083 1.771875 -0.0065 0.0547 0.0743
C -4.170066 -0.241755 2.121736 -0.0864 -0.0749 -0.1232
C -3.509148 -0.118446 3.475508 0.0783 0.0246 0.0652
O -2.542923 0.916661 3.492341 0.0459 -0.0084 -0.0487
C -3.022275 2.136714 4.035422 -0.0043 0.0425 0.0149
H -4.785435 2.743766 0.937431 -0.0212 -0.0054 -0.0179
H -3.211406 1.987812 1.263795 -0.0139 0.0121 -0.0233
H -4.207333 1.430698 -0.107777 0.0176 -0.0114 0.0309
H -3.400640 -0.435217 1.361054 -0.0294 -0.0068 -0.0328
H -4.856758 -1.093022 2.132256 0.0296 -0.0225 -0.0077
H -2.991701 -1.055533 3.707140 -0.0408 -0.0038 0.0110
H -4.269900 0.045382 4.244908 0.0084 0.0126 0.0116
H -3.084200 2.081126 5.126139 -0.0115 -0.0219 0.0112
H -4.005364 2.393832 3.636069 0.0138 0.0110 0.0047
H -2.311332 2.914700 3.761894 0.0111 -0.0150 0.0267
C 0.122375 6.464079 -2.431029 -0.0626 -0.0301 -0.0501
O -0.004297 7.867726 -2.370034 0.0962 0.0123 0.0721
C -0.757717 8.323888 -1.258371 -0.0692 -0.0125 -0.0549
C 0.122611 8.766713 -0.110950 0.0454 0.0426 0.0858
O 0.887294 7.697185 0.422479 -0.0321 -0.0754 -0.0691
C 2.222148 7.662179 -0.043437 0.0069 0.0170 0.0129
H 0.922753 6.240796 -3.135496 -0.0118 0.0271 -0.0296
H 0.372587 6.034936 -1.456619 0.0179 0.0048 -0.0038
H -0.803387 6.004313 -2.797361 0.0088 -0.0202 0.0274
H -1.443770 7.540720 -0.917690 -0.0066 0.0019 -0.0009
H -1.356759 9.174666 -1.593418 -0.0001 -0.0024 0.0050
H -0.513422 9.149715 0.691727 0.0051 0.0133 -0.0036
H 0.780335 9.578493 -0.437864 -0.0031 0.0032 -0.0054
H 2.832060 8.425629 0.451087 -0.0105 0.0179 -0.0178
H 2.276845 7.810201 -1.124746 0.0056 -0.0133 -0.0031
H 2.625251 6.680341 0.203159 0.0087 0.0076 0.0233
```
Forces are in eV/Å.

Mulliken atomic charges, in units of e: -0.429, 0.157, -1.227, 0.251, 0.690, -0.038, -0.134, -0.332, -0.184, 1.264, -0.520, -0.493, -0.237, -0.331, -0.040, 1.287, -0.526, -0.474, -0.180, -0.014, 0.214, -0.242, 0.231, 0.458, 0.467, 0.424, 0.088, 0.291, 0.273, 0.147, 0.125, -0.496, -0.352, -0.540, -0.463, -0.383, -0.722, 0.102, 0.292, 0.268, 0.318, 0.377, 0.383, 0.316, 0.336, 0.302, 0.249, -0.826, -0.368, 0.268, -0.675, -0.381, -0.707, 0.272, 0.352, 0.302, 0.330, -0.154, 0.365, 0.340, 0.325, 0.299, 0.251, -0.650, -0.414, 0.532, -0.589, -0.330, -0.807, 0.294, 0.302, 0.225, -0.593, 0.424, 0.435, 0.329, 0.314, 0.357, 0.241, -0.718, -0.396, -0.463, -0.467, -0.385, -0.671, 0.186, 0.332, 0.365, 0.294, 0.389, 0.376, 0.309, 0.326, 0.317, 0.193



[4]
Here is C6H9NOS3 as an isolated structure at a distorted geometry from the OMol25 dataset. Energies are from ωB97M-V/def2-TZVPD.

Energy relative to the best compared isomer or geometry (same formula, charge and spin) in kJ/mol: 81.36
E in hartree: -1558.502604
Kohn-Sham gap in eV: 9.12
LUMO level in Eh: 0.0206
Total charge: 0
HOMO energy in eV: -8.56

```
20
Properties=species:S:1:pos:R:3:forces:R:3
C -3.618435 -1.038254 0.158725 -2.4701 -0.1303 1.0768
C -0.984997 -0.621560 -0.358697 -0.7840 -0.1097 -0.1725
C 1.199179 -0.732793 -0.585232 5.2109 -1.2245 -0.0124
C 3.377132 0.106284 0.816616 -3.4201 2.0166 1.3851
C 0.211226 0.111252 -0.594749 -2.5130 1.2404 -1.3153
C 0.265229 1.544812 -0.866224 2.3776 -0.2229 -0.6237
H -3.425064 -1.259908 1.197397 0.3931 -0.0832 0.3256
H -3.634116 -1.970308 -0.376955 -0.0419 -0.2334 -0.4136
H -4.658752 -0.567416 0.189119 1.3157 -0.6311 -0.4155
H 3.037066 1.307931 0.790671 0.7598 -3.3506 0.0847
H 4.432767 0.118190 1.035765 0.2231 -0.4416 0.1272
H 2.657225 -0.453675 1.673544 2.3493 1.5454 -2.3041
H -0.311932 1.940138 -1.676221 -1.1827 0.1438 -0.1956
H 1.300854 1.769999 -1.158435 -0.0785 -0.3902 -0.7222
H -0.522821 2.192478 0.991481 2.2537 -0.4123 -2.9123
N -0.884171 -1.891614 -0.140841 0.9209 -0.9003 0.8812
O 0.291832 2.209557 0.317148 -2.7257 2.4602 4.9249
S -2.550726 0.156570 -0.488690 0.7831 1.3425 -0.5584
S 0.786311 -2.250282 -0.100018 -2.1052 -1.5432 -0.1674
S 3.032192 -0.671410 -0.824400 -1.2658 0.9243 1.0077
```
Forces are in eV/Å.

Mulliken atomic charges, in units of e: -0.865, 0.533, 0.157, -0.662, 0.216, -0.898, 0.299, 0.296, 0.316, 0.184, 0.382, 0.211, 0.354, 0.345, 0.353, -0.594, -0.496, -0.043, -0.014, -0.072



[5]
Here is one molecule with the formula C5H5NO at a distorted geometry from the OMol25 dataset. Energies are from ωB97M-V/def2-TZVPD.

Energy relative to the best compared isomer or geometry (same formula, charge and spin) in kJ/mol: 312.27
E in hartree: -323.400748
Kohn-Sham gap in eV: 11.59
Structure (SMILES): C#C[C@@](C)(O)C#N
LUMO level in Eh: 0.0248
Total charge: 0
HOMO energy in eV: -10.91

```
12
Properties=species:S:1:pos:R:3:forces:R:3
C -1.602275 -0.275720 -1.870332 0.3191 0.0403 0.6405
C -0.863093 -0.179380 -0.921497 -0.6576 -0.0243 0.2761
C 0.018007 -0.047580 0.270662 -0.4667 -0.0734 1.1163
C 1.109329 1.028778 -0.000163 -0.2022 -0.0967 0.3639
O -0.631244 0.152201 1.644862 -0.6637 1.3887 -1.4377
C 0.548590 -1.318113 0.721029 1.2014 -1.7925 -0.7321
N 0.867929 -2.325853 1.179574 0.0007 0.4097 -0.3276
H -2.305494 -0.377677 -2.677248 0.3781 0.0572 0.2475
H 1.874351 0.693936 -0.722038 -0.5598 -0.2654 0.3076
H 0.682347 1.950527 -0.412874 -0.1483 -0.3085 0.2945
H 1.612135 1.235373 0.942754 -0.0083 0.0895 0.0081
H -1.310584 -0.536493 1.845271 0.8072 0.5753 -0.7571
```
Forces are in eV/Å.

Mulliken atomic charges, in units of e: 0.181, -1.010, 1.319, -1.306, -0.538, -0.028, -0.451, 0.438, 0.332, 0.351, 0.366, 0.346



[6]
Here is C4H9AgO3 as an isolated structure at a distorted geometry from the OMol25 dataset. Energies are from ωB97M-V/def2-TZVPD.

Energy relative to the best compared isomer or geometry (same formula, charge and spin) in kJ/mol: 30.91
E in hartree: -530.126789
Kohn-Sham gap (spin up / spin down) in eV: 7.45 / 5.91
2S+1: 2
LUMO level (spin up / spin down) in Eh: -0.1976 / -0.2544
<S²>: 0.755
Total charge: +1
HOMO energy (spin up / spin down) in eV: -12.83 / -12.83

```
17
Properties=species:S:1:pos:R:3:forces:R:3
O 1.506525 -0.527728 0.350712 -0.0357 -0.1761 -0.2435
C 0.169194 -0.594000 0.114906 -0.3000 0.3169 0.2691
C -0.541965 0.750426 0.058135 -0.1031 0.1333 -0.1452
C -2.010194 0.664412 0.484046 -0.0786 0.3382 0.3031
C -2.909146 0.058906 -0.555972 -0.7516 -0.8799 -0.2098
O -3.780643 -0.748219 -0.323794 0.8133 0.6994 -0.1054
H 3.390258 -1.449979 -0.287117 3.0010 2.6384 -0.2387
H -0.247463 -1.230641 0.934705 0.1311 -0.0307 -0.1954
H 0.000621 -1.215128 -0.790911 0.0786 -0.0683 0.2088
H -0.471736 1.152993 -0.964543 0.0032 -0.0037 0.2412
H -0.027884 1.452017 0.731436 -0.0098 -0.1891 -0.1152
H -2.130976 0.124401 1.433428 -0.0049 0.1447 -0.2222
H -2.731494 0.402157 -1.601739 -0.0378 0.0212 0.1510
H -2.386269 1.691027 0.634756 0.0984 -0.2645 0.0142
Ag 3.046164 1.228928 0.174597 0.0237 -0.0036 0.0568
O 4.159262 -0.695448 -0.384760 -2.8489 -2.5520 0.2064
H 4.965742 -1.064131 -0.007878 0.0211 -0.1243 0.0248
```
Forces are in eV/Å.

Mulliken atomic charges, in units of e: -0.348, -0.162, -0.677, -0.544, -0.050, -0.436, 0.404, 0.374, 0.361, 0.330, 0.329, 0.299, 0.315, 0.321, 0.749, -0.610, 0.345



> total charge of number 4 (C6H9NOS3)?

0



> Which value of E does entry 5 give?

-323.400748 hartree



> Which value of total charge does entry 2 give?

0